[1]
26
Properties=species:S:1:pos:R:3:lowdin_charge:R:1 method="wB97M-V/def2-TZVPD" total_charge=-1 lumo_energy_ev=3.7 de_lowest_kj_mol=43.06
C 1.13 2.42 0.88 -0.10
C -2.86 -0.79 -1.57 -0.05
C 0.09 -0.53 2.41 -0.06
C 0.70 -2.03 0.69 -0.05
C -0.11 1.63 0.45 -0.26
C 0.22 0.21 0.14 -0.29
N 0.29 -0.70 1.10 -0.24
O 0.76 1.14 -2.36 -0.36
O 2.40 -0.50 -1.30 -0.21
O 0.14 -1.35 -2.14 -0.37
P 0.77 -0.13 -1.57 0.29
H 1.83 2.45 0.05 0.06
H 1.61 1.94 1.74 0.06
H 0.87 3.45 1.16 0.06
H -3.21 -0.26 -0.69 0.01
H -2.42 -1.73 -1.28 0.01
H -2.11 -0.20 -2.07 0.00
H -0.25 0.41 2.79 0.02
H -3.71 -0.96 -2.23 0.00
H -0.03 -1.40 3.03 0.02
H 1.79 -2.10 0.70 0.10
H 0.28 -2.78 1.36 0.08
H 0.37 -2.20 -0.34 0.06
H -0.50 2.08 -0.47 0.09
H -0.89 1.70 1.23 0.09
H 2.83 0.25 -1.71 0.02



[2]
87
Properties=species:S:1:pos:R:3:lowdin_charge:R:1 method="wB97M-V/def2-TZVPD" total_charge=+3 lumo_energy_ev="-10.6 / -10.6"
Tc 1.15 -0.21 0.52 1.32
C 1.47 -1.32 3.86 -0.05
C 2.03 -2.28 2.85 -0.29
C 2.60 -3.51 3.31 0.03
C 3.19 -4.36 2.44 0.03
C 3.14 -4.07 1.06 -0.16
C 3.63 -4.91 0.01 -0.60
Br 4.75 -6.35 0.35 0.94
C 3.32 -4.61 -1.31 -0.12
C 2.68 -3.39 -1.64 -0.62
Br 2.40 -2.95 -3.39 0.95
C 2.24 -2.53 -0.66 -0.40
O 1.60 -1.41 -0.84 -0.25
C 2.51 -2.87 0.67 -0.12
N 2.01 -1.95 1.59 0.05
H 1.69 -1.69 4.88 0.11
H 0.40 -1.16 3.75 0.05
H 2.03 -0.36 3.80 0.04
H 2.60 -3.75 4.38 0.14
H 3.67 -5.26 2.77 0.11
H 3.73 -5.29 -2.06 0.12
S -0.78 2.25 4.85 0.03
As -0.72 4.54 4.44 0.47
S 1.04 1.36 2.17 0.30
S -0.79 1.36 3.00 0.03
S -0.07 4.74 2.55 0.00
C -4.61 -2.99 -0.15 -0.06
C -4.08 -2.17 1.00 -0.18
N -2.59 -2.15 1.10 -0.04
C -1.98 -3.43 1.46 -0.17
C -1.38 -4.08 0.23 -0.04
C -1.87 -1.10 0.83 -0.36
C -2.47 0.15 0.22 0.01
N -0.56 -1.11 1.12 -0.06
H -5.73 -2.95 -0.13 0.12
H -4.35 -4.06 -0.05 0.08
H -4.25 -2.62 -1.12 0.09
H -4.48 -2.44 2.01 0.16
H -4.38 -1.17 0.89 0.09
H -2.78 -4.10 1.86 0.15
H -1.34 -3.35 2.32 0.11
H -2.07 -4.10 -0.61 0.09
H -1.09 -5.09 0.46 0.09
H -0.47 -3.58 -0.11 0.06
H -3.12 0.65 0.95 0.10
H -3.15 -0.19 -0.57 0.10
H -1.72 0.82 -0.15 0.05
H -0.28 -1.92 1.67 0.04
C 1.08 3.27 -0.79 0.00
C 0.33 2.18 -1.50 -0.31
N 0.28 0.89 -1.11 -0.07
C -0.42 0.22 -2.09 -0.13
C -0.79 1.10 -3.05 -0.01
N -0.27 2.31 -2.69 0.02
C -0.54 3.57 -3.39 -0.05
N -1.93 3.87 -3.43 -0.05
N -2.59 3.22 -4.46 0.06
N -3.84 3.23 -4.24 0.10
C -4.06 3.79 -2.98 -0.19
C -5.28 3.93 -2.24 0.03
C -5.14 4.43 -0.97 -0.08
C -3.89 4.86 -0.47 -0.07
C -2.71 4.77 -1.19 -0.01
C -2.82 4.17 -2.45 -0.18
H 1.85 2.86 -0.13 0.04
H 0.37 3.90 -0.18 0.05
H 1.59 3.90 -1.49 0.09
H -0.71 -0.84 -2.00 0.13
H -1.49 0.96 -3.85 0.13
H -0.15 3.48 -4.42 0.16
H 0.12 4.28 -2.90 0.13
H -6.22 3.58 -2.61 0.12
H -6.01 4.53 -0.34 0.11
H -3.87 5.39 0.46 0.11
H -1.76 5.19 -0.87 0.10
Se 5.23 1.53 3.06 1.26
N 6.11 1.80 1.56 -0.19
C 5.32 1.42 0.59 -0.38
C 5.76 1.41 -0.79 0.07
C 4.80 1.05 -1.70 0.00
C 3.47 0.77 -1.25 -0.10
N 3.07 0.71 -0.01 -0.05
C 4.01 0.99 0.95 -0.48
N 3.76 0.92 2.24 -0.31
H 6.79 1.67 -1.03 0.15
H 5.02 1.06 -2.80 0.14
H 2.72 0.54 -2.01 0.12



[3]
18
Properties=species:S:1:pos:R:3:lowdin_charge:R:1 method="wB97M-V/def2-TZVPD" total_charge=-1 lumo_energy_ev=3.5 de_lowest_kj_mol=99.07
O 1.90 1.51 0.68 -0.03
C 1.68 0.80 -0.29 -0.34
N 1.03 -0.39 -0.13 0.01
C 0.68 -1.22 -1.29 -0.35
C -0.76 -1.59 -1.44 -0.72
S -1.44 -2.20 0.15 0.22
H 1.94 0.93 -1.34 0.12
H 1.03 -0.86 0.76 0.10
H 1.31 -2.12 -1.22 0.11
H 1.01 -0.65 -2.18 0.10
H -0.73 -2.44 -2.14 0.03
H -1.49 -0.95 -1.96 0.05
H 1.61 3.43 1.94 0.01
H 0.41 2.62 1.98 0.00
O 0.83 3.31 2.50 -0.09
H -2.59 0.02 1.96 -0.01
H -3.05 -0.34 0.63 -0.08
O -3.36 0.15 1.40 -0.14



[4]
51
Properties=species:S:1:pos:R:3:lowdin_charge:R:1 method="wB97M-V/def2-TZVPD" total_charge=-1 lumo_energy_ev=1.9
C -2.95 0.39 -0.88 -0.35
C -1.97 -0.28 -1.65 -0.20
C -1.69 -1.52 -1.04 -0.15
H -1.55 0.08 -2.59 0.08
C -2.47 -1.62 0.14 -0.17
C -3.24 -0.43 0.25 -0.31
H -2.54 -2.49 0.78 0.07
C 1.01 2.61 -0.18 -0.33
C 0.61 1.91 -1.36 -0.24
C 1.44 0.76 -1.48 -0.10
H -0.11 2.27 -2.10 0.08
C 2.34 0.72 -0.39 -0.24
C 2.02 1.83 0.45 -0.15
H -1.02 -2.28 -1.43 0.07
H -4.01 -0.24 1.00 0.07
H -3.45 1.33 -1.14 0.06
H 2.55 2.10 1.36 0.08
H 1.42 0.05 -2.31 0.10
H 0.69 3.62 0.11 0.07
Sr -1.38 1.68 1.03 1.02
C 3.59 -0.14 -0.27 -0.49
C 4.77 0.79 0.02 -0.07
C 3.90 -0.86 -1.59 -0.06
H 4.89 1.51 -0.80 0.09
H 5.69 0.20 0.10 0.07
H 4.63 1.33 0.96 0.07
H 4.06 -0.15 -2.41 0.09
H 3.09 -1.53 -1.89 0.07
H 4.81 -1.46 -1.47 0.08
C 3.45 -1.19 0.88 -0.05
C 2.56 -2.37 0.51 -0.45
H 2.98 -0.71 1.76 0.14
H 4.46 -1.54 1.18 0.12
O 1.55 -2.20 -0.19 0.08
N 2.90 -3.63 0.95 0.05
C 1.81 -4.57 1.17 -0.14
H 3.70 -3.70 1.58 0.13
C 1.12 -4.92 -0.12 -0.23
C -0.26 -5.17 -0.10 -0.05
H -0.79 -5.05 0.84 0.11
C -0.93 -5.47 -1.29 -0.09
H -2.02 -5.66 -1.27 0.10
C -0.22 -5.55 -2.50 -0.11
H -0.74 -5.83 -3.42 0.09
C 1.16 -5.29 -2.52 -0.08
H 1.73 -5.32 -3.46 0.10
C 1.83 -5.00 -1.32 -0.05
H 2.89 -4.76 -1.33 0.11
H 1.09 -4.21 1.91 0.13
H 2.25 -5.48 1.58 0.12
I -0.43 1.12 3.84 -0.34



[5]
41
Properties=species:S:1:pos:R:3:lowdin_charge:R:1 method="wB97M-V/def2-TZVPD" total_charge=-1 lumo_energy_ev=2.0 de_lowest_kj_mol=406.70
C -0.50 -1.96 -1.37 0.10
C -1.56 -2.49 -1.52 -0.09
C -2.88 -3.09 -1.68 -0.27
N -3.88 -2.36 -0.89 0.04
F -4.77 -1.73 -1.81 -0.14
C -2.80 -4.63 -1.34 -0.73
O -3.02 -4.94 -0.16 -0.05
O -2.50 -5.33 -2.32 -0.07
H 0.50 -1.64 -1.21 0.01
H -3.14 -3.00 -2.73 0.13
H -3.44 -1.58 -0.41 0.10
O 0.69 0.99 -2.95 -0.26
S 1.78 1.71 -2.38 0.56
O 1.85 1.90 -0.97 -0.28
O 1.88 3.14 -3.10 -0.27
C 0.66 3.91 -3.18 -0.25
C 0.31 4.58 -1.87 -0.07
C 3.31 1.06 -2.95 -0.12
H -0.15 3.26 -3.52 0.11
H 0.86 4.65 -3.95 0.12
H 0.04 3.86 -1.10 0.07
H -0.53 5.26 -2.02 0.08
H 1.16 5.16 -1.50 0.08
H 3.27 0.96 -4.03 0.08
H 3.43 0.09 -2.48 0.08
H 4.11 1.73 -2.65 0.07
O -0.50 -1.68 2.08 -0.26
S 0.37 -0.62 2.45 0.56
O 1.79 -0.80 2.40 -0.28
O -0.03 -0.12 3.92 -0.27
C -0.16 -1.14 4.93 -0.26
C 1.18 -1.61 5.45 -0.08
C -0.05 0.86 1.59 -0.12
H -0.75 -1.97 4.53 0.12
H -0.74 -0.67 5.72 0.12
H 1.74 -2.15 4.69 0.07
H 1.03 -2.27 6.30 0.08
H 1.79 -0.76 5.77 0.08
H -1.13 1.01 1.67 0.08
H 0.23 0.72 0.55 0.05
H 0.50 1.68 2.03 0.08